# 1
This record from OMol25 describes a structure of composition F16KN8Na3O32S16 in a non-equilibrium geometry. The level of theory is wB97M-V/def2-TZVPD.

Values from the calculation:
* charge: -4
* 2S+1: 1
* HOMO: -2.3253 eV
* frontier orbital gap: 7.420 eV

XYZ file:
```
76
F16KN8Na3O32S16 (wB97M-V/def2-TZVPD)
Na -21.408 15.587 -0.557
Na -15.447 15.457 -0.529
Na -19.655 17.681 0.631
K -18.420 10.310 2.848
N -20.151 17.449 -1.662
S -19.067 17.082 -2.928
O -18.061 18.010 -3.301
O -19.566 16.144 -3.890
F -18.246 16.040 -1.954
S -20.706 18.693 -2.474
O -21.252 18.435 -3.778
O -20.025 19.933 -2.201
F -21.980 18.928 -1.501
N -20.022 15.464 1.440
S -18.792 14.277 1.265
O -18.885 13.059 2.025
O -17.479 14.728 0.866
F -19.297 13.936 -0.218
S -20.315 15.146 2.961
O -19.216 15.095 3.880
O -21.400 14.215 3.185
F -21.024 16.539 3.312
N -15.021 14.493 -2.570
S -15.215 14.890 -4.049
O -16.261 15.846 -4.362
O -14.807 13.943 -5.051
F -13.937 15.899 -3.960
S -16.061 13.147 -2.758
O -15.491 11.883 -3.108
O -17.442 13.418 -3.031
F -16.162 13.030 -1.163
N -20.447 8.821 -1.624
S -19.478 9.970 -1.460
O -19.942 11.301 -1.730
O -18.093 9.741 -1.781
F -19.434 9.888 0.157
S -20.141 8.616 -3.264
O -19.102 7.724 -3.690
O -20.506 9.719 -4.111
F -21.401 7.614 -3.477
N -21.576 21.186 2.672
S -22.262 21.946 1.479
O -23.689 22.196 1.513
O -21.620 21.755 0.205
F -21.730 23.415 1.893
S -22.276 19.718 2.342
O -21.674 19.013 1.236
O -23.700 19.663 2.519
F -21.815 19.024 3.679
N -19.627 16.019 8.247
S -19.914 16.120 9.744
O -20.807 15.144 10.336
O -19.855 17.430 10.370
F -18.504 15.462 10.151
S -21.028 16.925 7.816
O -21.011 18.338 7.998
O -22.270 16.191 7.932
F -20.715 16.790 6.245
N -18.204 18.796 2.105
S -16.912 18.839 0.999
O -16.725 17.650 0.194
O -15.749 19.635 1.267
F -17.729 19.821 0.013
S -17.285 18.038 3.017
O -16.421 18.844 3.851
O -16.897 16.669 2.793
F -18.417 17.676 4.110
N -14.921 9.983 2.247
S -14.784 9.126 0.809
O -13.867 9.621 -0.182
O -15.989 8.441 0.404
F -13.939 7.953 1.576
S -15.360 11.358 1.644
O -16.705 11.409 1.119
O -14.316 12.177 1.042
F -15.496 12.164 3.042
```

# 2
This record from OMol25 describes an isolated molecule of C10H11BrN2 in a non-equilibrium geometry. The level of theory is wB97M-V/def2-TZVPD.

Values from the calculation:
* expectation value of S²: 2.008
* charge: 0
* 2S+1: 3
* HOMO (alpha / beta): -4.9541 / -9.4889 eV
* frontier orbital gap (alpha / beta): 5.533 / 7.842 eV

XYZ file:
```
24
C10H11BrN2 (wB97M-V/def2-TZVPD)
C 3.046 1.330 -0.164
C 2.607 0.003 0.077
C 2.070 2.297 -0.045
C 1.272 -0.247 0.303
C 0.750 1.934 0.053
C 0.265 0.692 0.184
C -2.095 -1.844 1.251
C -1.561 -0.539 1.661
C -1.107 0.112 0.367
C -1.806 -0.728 -2.005
N -1.981 -2.087 -0.004
N -1.370 -1.059 -0.648
Br -2.515 1.528 -0.075
H 4.109 1.503 -0.486
H 3.205 -0.862 0.271
H 2.224 3.221 -0.416
H 1.087 -1.324 0.401
H 0.111 2.798 -0.042
H -2.368 -2.511 2.025
H -2.232 0.008 2.328
H -0.652 -0.573 2.309
H -1.455 -1.608 -2.503
H -2.887 -0.619 -2.038
H -1.310 0.117 -2.466
```

# 3
This record from OMol25 describes a cluster of 2 separate species, C3H7FN3 in total in a non-equilibrium geometry. The level of theory is wB97M-V/def2-TZVPD.

Values from the calculation:
* charge: +1
* 2S+1: 1
* HOMO: -15.6860 eV
* frontier orbital gap: 12.527 eV

XYZ file:
```
14
C3H7FN3 (wB97M-V/def2-TZVPD)
C -0.386 1.502 -0.845
C 0.247 -1.782 0.796
C -1.656 2.072 -1.115
N 1.684 -1.523 0.861
N 0.703 -0.569 1.293
N 0.652 1.055 -0.643
F -0.223 -1.866 -0.447
H -0.195 -2.532 1.452
H -1.610 2.688 -2.015
H -2.389 1.278 -1.264
H -1.962 2.695 -0.274
H 2.272 -1.946 1.589
H 0.683 0.270 0.638
H 2.180 -1.342 -0.025
```

no.,electronic energy (eV)
1,-323855.296
2,-83565.157
3,-10402.945